1.
The molecule C4H4O in a non-equilibrium geometry. Source: the OMol25 dataset; level of theory: the ωB97M-V functional and the def2-TZVPD basis.

Results
HOMO-LUMO gap   10.41 eV
HOMO energy   -10.50 eV

ORCA input file:
```
! wB97M-V def2-TZVPD RIJCOSX def2/J DEFGRID3
* xyz 0 1
C 0.679 -1.306 1.817
C 0.282 -0.390 1.108
C -0.242 0.705 0.278
C -0.322 0.343 -1.225
O -0.461 1.868 0.628
H 1.229 -2.046 2.368
H -0.096 1.390 -1.844
H -1.445 -0.051 -1.572
H 0.376 -0.514 -1.558
*
```

natural (NBO) population analysis, charges in e, atoms 1 to 6:
1. C -0.145
2. C -0.128
3. C 0.497
4. C -0.723
5. O -0.489
6. H 0.246


2.
The molecule C3H9N3S in a non-equilibrium geometry. Source: the OMol25 dataset; level of theory: the ωB97M-V functional and the def2-TZVPD basis.

Results
HOMO-LUMO gap   9.47 eV
HOMO energy   -8.53 eV

ORCA input file:
```
! wB97M-V def2-TZVPD RIJCOSX def2/J DEFGRID3
* xyz 0 1
C 0.629 -0.857 -2.670
N -0.274 -0.119 -2.169
C -0.080 0.532 -0.874
C -1.197 -0.003 0.071
N -1.426 0.689 1.309
S -0.993 0.021 2.735
N 0.751 0.025 2.758
H 0.252 -1.236 -3.556
H 1.603 -1.109 -2.359
H -0.234 1.719 -0.891
H 0.861 0.229 -0.528
H -2.127 -0.018 -0.630
H -1.058 -1.034 0.506
H -1.760 1.638 1.229
H 1.070 0.471 3.592
H 1.268 -0.791 2.478
*
```

natural (NBO) population analysis, charges in e, atoms 1 to 6:
1. C -0.066
2. N -0.388
3. C -0.263
4. C -0.233
5. N -0.817
6. S 0.567


3.
A structure of composition C22H33N3P2SZr in a non-equilibrium geometry. Source: the OMol25 dataset; level of theory: the ωB97M-V functional and the def2-TZVPD basis.

Results
HOMO-LUMO gap   5.21 eV
HOMO energy   -12.75 eV

ORCA input file:
```
! wB97M-V def2-TZVPD RIJCOSX def2/J DEFGRID3
* xyz 2 1
C -1.869 2.596 -3.377
C -1.684 1.378 -2.768
C -0.329 0.833 -2.824
C 0.722 1.826 -2.721
C 0.484 3.118 -3.202
C -0.797 3.476 -3.640
C 1.923 1.378 -2.133
C 2.267 0.049 -2.451
C 1.166 -0.886 -2.594
C 1.503 -2.284 -2.344
C 2.776 -2.691 -2.692
C 3.818 -1.759 -2.921
C 3.579 -0.403 -2.697
H -2.929 2.885 -3.663
H 1.313 3.857 -3.278
H -0.991 4.428 -4.129
H 2.728 2.099 -1.971
H 2.969 -3.798 -2.784
H 4.789 -2.120 -3.227
H 4.402 0.329 -2.750
N -0.112 -0.522 -3.012
Zr 0.414 0.145 0.894
C -2.733 0.602 -2.028
H -2.825 -0.409 -2.441
H -3.708 1.121 -2.044
C 0.483 -3.165 -1.702
H -0.428 -3.242 -2.309
H 0.859 -4.190 -1.512
P -2.214 0.416 -0.230
P 0.028 -2.372 -0.060
C 1.239 -3.304 0.957
H 0.906 -3.282 2.002
H 1.314 -4.349 0.627
H 2.223 -2.833 0.879
C -1.442 -3.410 0.289
H -1.175 -4.477 0.322
H -1.856 -3.141 1.266
H -2.209 -3.283 -0.479
C -2.775 2.084 0.281
H -3.810 2.272 -0.037
H -2.724 2.160 1.378
H -2.126 2.850 -0.158
C -3.670 -0.511 0.406
H -3.625 -0.535 1.504
H -4.616 -0.030 0.126
H -3.691 -1.545 0.042
H 1.321 1.079 -0.043
H 2.021 -0.445 1.286
C 2.193 0.771 4.909
N 1.450 0.606 3.636
C 0.112 0.546 3.664
S -0.881 -0.614 2.797
N -0.617 1.326 4.525
C -0.214 2.698 4.805
H 1.479 1.018 5.687
H 2.936 1.563 4.795
H 2.685 -0.180 5.151
H 1.903 -0.066 2.987
H -1.623 1.205 4.365
H -0.762 3.404 4.161
H -0.446 2.907 5.845
H 0.873 2.817 4.638
*
```

Mulliken population analysis, charges in e, atoms 1 to 6:
1. C -0.719
2. C 0.103
3. C 0.710
4. C 1.251
5. C -0.897
6. C -0.612


4.
A cluster of 8 separate species, BrH15O7 in total in a non-equilibrium geometry. Source: the OMol25 dataset; level of theory: the ωB97M-V functional and the def2-TZVPD basis.

Results
HOMO-LUMO gap   6.50 eV
HOMO energy   -8.81 eV

ORCA input file:
```
! wB97M-V def2-TZVPD RIJCOSX def2/J DEFGRID3
* xyz 0 1
O 0.756 -1.049 2.962
H 1.090 -1.963 2.514
H 0.657 -1.448 3.988
H -0.018 -0.705 2.518
Br -0.339 0.548 0.058
O 3.049 -0.812 0.152
H 2.516 -0.045 0.435
H 3.927 -0.439 0.288
O -1.604 0.931 -2.971
H -1.170 0.523 -2.327
H -1.048 0.609 -3.826
O 1.016 -2.444 -0.793
H 0.277 -1.898 -0.891
H 1.762 -1.686 -0.618
O -2.894 1.931 -0.010
H -2.292 1.315 0.037
H -3.342 1.972 0.962
O -3.884 -0.246 -1.071
H -3.035 -0.150 -0.767
H -3.539 -0.526 -1.890
O 2.642 1.670 0.697
H 3.527 2.000 0.344
H 1.957 1.918 0.202
*
```

natural (NBO) population analysis, charges in e, atoms 1 to 6:
1. O -0.798
2. H 0.594
3. H 0.571
4. H 0.588
5. Br -0.908
6. O -0.990


5.
A structure of composition C37H32FOP2Pb in a non-equilibrium geometry. Source: the OMol25 dataset; level of theory: the ωB97M-V functional and the def2-TZVPD basis.

Results
HOMO-LUMO gap (spin up / spin down)   4.43 / 3.84 eV
HOMO energy (spin up / spin down)   -17.15 / -17.01 eV

ORCA input file:
```
! wB97M-V def2-TZVPD RIJCOSX def2/J DEFGRID3
* xyz 3 1
Pb 0.000 0.000 0.000
P 1.860 -0.882 -1.088
C 0.894 1.571 0.661
O 1.390 2.566 0.972
P -2.071 0.500 0.941
C 3.279 0.264 -1.185
C 1.608 -1.363 -2.830
C 2.554 -2.375 -0.296
C -2.339 -0.177 2.617
C -2.379 2.290 1.139
C -3.521 -0.066 -0.011
C 4.516 -0.003 -0.588
C 5.559 0.918 -0.703
C 5.374 2.100 -1.418
C 4.140 2.366 -2.018
C 3.093 1.457 -1.902
H 4.664 -0.923 -0.032
H 6.516 0.708 -0.233
H 6.187 2.816 -1.506
H 3.991 3.287 -2.575
H 2.126 1.658 -2.361
C 2.805 -2.343 1.083
C 3.354 -3.449 1.725
C 3.642 -4.608 1.000
C 3.384 -4.651 -0.369
C 2.847 -3.538 -1.018
H 2.561 -1.449 1.650
H 3.547 -3.411 2.794
H 4.061 -5.475 1.503
H 3.600 -5.551 -0.937
H 2.651 -3.575 -2.085
C 2.664 -1.259 -3.747
C 2.487 -1.665 -5.068
C 1.255 -2.173 -5.485
C 0.200 -2.269 -4.577
C 0.372 -1.861 -3.256
H 3.619 -0.853 -3.429
H 3.309 -1.578 -5.774
H 1.116 -2.483 -6.517
H -0.766 -2.646 -4.901
H -0.451 -1.902 -2.551
C -3.110 2.933 0.128
C -3.377 4.296 0.226
C -2.912 5.028 1.321
C -2.181 4.392 2.324
C -1.917 3.023 2.238
H -3.462 2.357 -0.726
H -3.944 4.789 -0.559
H -3.115 6.093 1.390
H -1.815 4.957 3.176
H -1.351 2.530 3.021
C -1.221 -0.520 3.390
C -1.382 -1.003 4.686
C -2.663 -1.164 5.219
C -3.779 -0.835 4.452
C -3.621 -0.337 3.157
H -0.226 -0.415 2.966
H -0.508 -1.263 5.277
H -2.789 -1.551 6.226
H -4.779 -0.964 4.859
H -4.492 -0.079 2.565
C -4.809 0.366 0.330
C -5.917 -0.106 -0.373
C -5.746 -1.012 -1.420
C -4.464 -1.440 -1.767
C -3.355 -0.966 -1.070
H -4.945 1.077 1.139
H -6.911 0.238 -0.104
H -6.609 -1.374 -1.972
H -4.324 -2.132 -2.592
H -2.353 -1.273 -1.349
H 0.400 -0.813 1.310
H -0.703 -1.440 -0.388
F -0.523 0.969 -1.664
*
```

Mulliken population analysis, charges in e, atoms 1 to 6:
1. Pb 2.525
2. P 1.436
3. C 0.001
4. O -0.103
5. P 1.324
6. C -0.242


6.
A structure of composition C47H46ClF13INO4S in a non-equilibrium geometry. Source: the OMol25 dataset; level of theory: the ωB97M-V functional and the def2-TZVPD basis.

Results
HOMO-LUMO gap   8.14 eV
HOMO energy   -8.84 eV

ORCA input file:
```
! wB97M-V def2-TZVPD RIJCOSX def2/J DEFGRID3
* xyz 0 1
C 4.937 -0.810 2.083
C 4.024 -2.038 2.007
C 2.793 -2.202 1.094
F 3.152 -2.828 -0.092
C 1.671 -1.155 0.837
I 1.580 -0.185 2.808
C 1.750 -0.087 -0.367
C 1.778 1.457 0.073
C 0.795 2.582 0.494
C -0.187 3.068 -0.585
Cl 0.010 2.704 2.120
C 3.123 -0.153 -1.155
F 3.625 1.092 -1.463
F 4.073 -0.584 -0.310
C 3.457 -0.853 -2.530
F 4.820 -0.651 -2.622
F 3.391 -2.184 -2.587
C 2.953 -0.145 -3.853
F 2.112 0.877 -3.592
F 2.351 -1.078 -4.629
F 3.976 0.358 -4.577
C 0.470 -0.208 -1.248
C 0.390 -1.259 -2.400
C 0.911 -2.682 -2.302
O 0.613 -3.469 -3.194
C -0.880 -0.368 -0.533
C -1.380 0.392 0.679
C -2.743 -0.205 1.051
N -3.144 -0.422 2.224
O -0.972 -1.784 -0.183
S 0.130 -2.278 0.862
O -0.432 -2.258 2.177
O 0.490 -3.591 0.413
H 4.466 0.126 1.817
H 5.309 -0.673 3.092
H 5.798 -0.898 1.432
H 4.651 -2.854 1.649
H 3.797 -2.365 3.011
H 2.290 -2.998 1.638
H 1.907 1.902 -0.908
H 2.684 1.596 0.648
H 1.459 3.433 0.576
H -0.857 3.765 -0.100
H -0.787 2.279 -1.016
H 0.363 3.590 -1.360
H 0.387 0.711 -1.818
H 0.708 -0.856 -3.350
H -0.657 -1.438 -2.631
H 1.574 -3.037 -1.513
H -1.625 -0.195 -1.300
H -0.813 0.315 1.597
H -1.636 1.431 0.515
H -3.389 -0.440 0.206
H -2.404 -0.158 2.877
F -2.888 1.372 4.861
C -4.086 1.917 5.170
C -5.036 2.051 4.178
C -6.266 2.606 4.499
C -6.524 3.023 5.798
C -5.551 2.882 6.778
C -4.321 2.320 6.467
H -4.812 1.723 3.171
H -7.023 2.709 3.735
H -7.483 3.457 6.045
H -5.750 3.209 7.790
H -3.553 2.194 7.218
F -7.470 -0.976 3.076
C -6.829 -1.877 3.852
C -5.630 -1.526 4.434
C -4.978 -2.451 5.233
C -5.525 -3.712 5.431
C -6.731 -4.046 4.831
C -7.395 -3.122 4.037
H -5.216 -0.544 4.260
H -4.040 -2.187 5.702
H -5.011 -4.434 6.051
H -7.157 -5.029 4.979
H -8.340 -3.359 3.565
F 0.462 5.724 2.272
C 0.220 6.064 3.554
C -1.077 6.016 4.022
C -1.324 6.359 5.343
C -0.279 6.750 6.169
C 1.017 6.793 5.675
C 1.275 6.443 4.358
H -1.877 5.714 3.359
H -2.334 6.321 5.727
H -0.476 7.019 7.198
H 1.831 7.100 6.317
H 2.278 6.463 3.956
F 1.428 -8.961 -6.587
C 2.034 -7.900 -6.013
C 3.378 -7.690 -6.250
C 3.996 -6.597 -5.663
C 3.271 -5.739 -4.847
C 1.921 -5.970 -4.618
C 1.294 -7.057 -5.209
H 3.924 -8.375 -6.885
H 5.047 -6.415 -5.844
H 3.759 -4.889 -4.388
H 1.359 -5.299 -3.978
H 0.241 -7.253 -5.052
F 0.484 3.014 -7.130
C 1.636 2.627 -7.716
C 1.804 2.837 -9.069
C 2.993 2.440 -9.663
C 3.986 1.836 -8.904
C 3.794 1.631 -7.545
C 2.611 2.032 -6.943
H 1.015 3.303 -9.643
H 3.144 2.602 -10.721
H 4.910 1.525 -9.372
H 4.565 1.157 -6.953
H 2.442 1.891 -5.886
*
```

Mulliken population analysis, charges in e, atoms 1 to 6:
1. C -1.108
2. C -1.574
3. C 0.081
4. F -0.344
5. C -1.846
6. I 0.287


7.
A cluster of 3 separate species, C37H75FN3O7S in total in a non-equilibrium geometry. Source: the OMol25 dataset; level of theory: the ωB97M-V functional and the def2-TZVPD basis.

Results
Expectation value of S²   2.01
HOMO-LUMO gap (spin up / spin down)   7.24 / 8.30 eV
HOMO energy (spin up / spin down)   -9.44 / -10.51 eV

ORCA input file:
```
! wB97M-V def2-TZVPD RIJCOSX def2/J DEFGRID3
* xyz 1 3
C -3.091 6.837 0.754
C -3.952 7.276 1.954
C -4.961 6.231 2.444
C -4.404 5.186 3.412
C -3.559 4.065 2.770
C -2.054 4.360 2.871
C -1.515 4.054 4.294
C -0.105 3.482 4.443
N 0.106 2.218 3.644
C -0.920 1.148 3.993
C -2.007 0.901 2.939
C -2.019 -0.566 2.475
C -2.916 -0.788 1.256
O -3.299 -2.145 1.179
C 1.459 1.652 3.950
C 2.590 2.658 3.925
O 2.283 3.894 4.555
C 1.056 4.488 4.248
C 0.902 5.648 5.255
C 0.228 6.957 4.830
C 1.155 7.983 4.172
O 0.428 8.681 3.185
C 1.237 9.148 2.122
S 1.289 4.992 2.480
O 1.025 3.820 1.693
O 2.536 5.670 2.365
F 0.157 6.000 2.148
H -2.055 7.157 0.847
H -3.099 5.756 0.626
H -3.481 7.255 -0.171
H -4.511 8.158 1.650
H -3.314 7.597 2.779
H -5.742 6.767 2.983
H -5.422 5.753 1.579
H -5.231 4.738 3.962
H -3.814 5.720 4.162
H -3.793 3.114 3.242
H -3.847 3.995 1.723
H -1.973 5.434 2.723
H -1.489 3.861 2.087
H -1.581 4.962 4.885
H -2.214 3.365 4.768
H 0.003 3.162 5.481
H 0.007 2.400 2.644
H -0.362 0.231 4.158
H -1.346 1.423 4.952
H -2.955 1.071 3.443
H -1.919 1.560 2.077
H -2.383 -1.191 3.291
H -0.997 -0.884 2.261
H -2.351 -0.582 0.349
H -3.778 -0.118 1.297
H -3.943 -2.316 1.868
H 1.676 0.893 3.198
H 1.410 1.147 4.909
H 2.970 2.839 2.921
H 3.415 2.230 4.489
H 1.895 5.863 5.642
H 0.334 5.236 6.089
H -0.648 6.798 4.203
H -0.161 7.411 5.741
H 2.062 7.533 3.768
H 1.475 8.695 4.940
H 0.578 9.591 1.382
H 1.949 9.904 2.457
H 1.778 8.321 1.656
C 3.216 -0.599 -2.230
C 3.158 -1.144 -0.776
C 4.155 -2.291 -0.545
C 3.720 -3.658 -1.065
C 2.306 -3.990 -0.601
C 1.304 -2.899 -0.974
N 1.763 -1.578 -0.429
O 1.505 -1.450 0.830
C 1.143 -2.867 -2.503
C -0.072 -3.245 -0.424
C 3.572 0.013 0.115
H 2.337 -0.838 -2.815
H 3.269 0.490 -2.228
H 4.088 -0.973 -2.766
H 4.331 -2.380 0.532
H 5.110 -2.007 -0.989
H 3.791 -3.696 -2.155
H 4.410 -4.417 -0.691
H 1.976 -4.934 -1.038
H 2.302 -4.128 0.485
H 0.455 -2.077 -2.812
H 0.726 -3.819 -2.830
H 2.075 -2.741 -3.045
H -0.072 -3.446 0.646
H -0.425 -4.144 -0.927
H -0.790 -2.446 -0.619
H 2.839 0.819 0.058
H 4.527 0.396 -0.243
H 3.695 -0.285 1.155
C -0.533 -8.758 -7.674
C -0.485 -8.603 -6.130
C -1.655 -7.764 -5.592
C -1.506 -6.247 -5.725
C -0.143 -5.797 -5.201
C 1.008 -6.536 -5.876
N 0.820 -8.009 -5.702
O 1.150 -8.379 -4.509
C 1.083 -6.112 -7.353
C 2.339 -6.131 -5.253
C -0.620 -10.007 -5.552
H 0.250 -8.209 -8.186
H -0.382 -9.799 -7.956
H -1.492 -8.437 -8.083
H -1.775 -7.992 -4.529
H -2.571 -8.098 -6.082
H -1.651 -5.929 -6.760
H -2.295 -5.762 -5.147
H -0.016 -4.723 -5.356
H -0.099 -5.967 -4.120
H 1.874 -6.653 -7.873
H 1.316 -5.049 -7.402
H 0.155 -6.253 -7.901
H 2.352 -6.291 -4.176
H 2.512 -5.072 -5.442
H 3.161 -6.696 -5.692
H 0.241 -10.623 -5.808
H -1.511 -10.466 -5.982
H -0.729 -10.003 -4.470
*
```

Mulliken population analysis, charges in e, atoms 1 to 6:
1. C -0.872
2. C -0.385
3. C -0.906
4. C -0.986
5. C -1.096
6. C 0.047


8.
A structure of composition C9H2Cl3F5I2NRuS in a non-equilibrium geometry. Source: the OMol25 dataset; level of theory: the ωB97M-V functional and the def2-TZVPD basis.

Results
Expectation value of S²   6.05
HOMO-LUMO gap (spin up / spin down)   6.15 / 5.52 eV
HOMO energy (spin up / spin down)   -19.42 / -19.68 eV

ORCA input file:
```
! wB97M-V def2-TZVPD RIJCOSX def2/J DEFGRID3
* xyz 3 5
Ru -0.944 -0.131 0.627
I -1.560 0.343 3.278
C -1.509 2.470 2.855
I -0.945 2.776 0.799
H -0.776 2.939 3.504
H -2.507 2.870 3.008
F 5.711 -0.473 -0.159
C 4.474 -0.443 -0.478
C 4.087 -0.477 -1.823
F 4.985 -0.533 -2.760
C 2.740 -0.453 -2.154
F 2.378 -0.498 -3.395
C 1.738 -0.385 -1.140
S 0.072 -0.417 -1.527
C 2.177 -0.333 0.188
F 1.186 -0.266 1.150
C 3.490 -0.375 0.556
F 3.841 -0.356 1.804
Cl -5.903 -2.184 0.364
C -5.155 -1.134 -0.850
Cl -6.036 0.397 -1.006
Cl -4.977 -1.945 -2.415
C -3.816 -0.821 -0.394
N -2.751 -0.573 -0.031
*
```

natural (NBO) population analysis, charges in e, atoms 1 to 6:
1. Ru 0.966
2. I 0.555
3. C -0.671
4. I 0.480
5. H 0.278
6. H 0.276